# C35H31Br3N4O4Os

A structure of composition C35H31Br3N4O4Os (the ωB97M-V functional and the def2-TZVPD basis, the Open Molecules 2025 dataset).

```
! RIJCOSX wB97M-V def2-TZVPD def2/J DEFGRID3
* xyz 2 1
Os -0.771 -1.172 0.013
Br -0.239 -1.830 6.954
Br 0.633 -1.344 -2.088
Br 2.658 -3.821 2.553
O 0.500 -2.249 0.981
O -6.494 -5.181 -1.278
O -7.127 -4.044 -3.002
O 0.120 0.497 0.210
N -2.470 -0.401 -0.991
N -1.980 -2.890 -0.305
N -1.530 -0.878 1.906
N -6.410 -4.253 -2.055
C -3.439 -1.307 -1.272
C 1.193 0.908 -0.453
C 3.481 1.676 -1.898
C 0.372 -2.192 2.324
C 1.663 0.181 -1.567
C -4.112 -3.674 -1.148
C 5.881 1.169 -2.087
C -1.656 -4.132 0.028
C -0.020 -1.965 5.095
C -2.865 0.011 3.661
C -4.815 0.384 -2.269
C 1.434 4.412 0.698
C -2.571 -0.171 2.308
C 4.754 2.063 -2.636
C 3.020 2.396 -0.797
C -0.712 -1.452 2.842
C 2.763 0.530 -2.288
C -3.828 1.294 -1.979
C -3.743 -4.988 -0.789
C 1.892 2.074 -0.050
C 5.121 3.533 -2.410
C -2.518 -5.202 -0.209
C -3.183 -2.662 -0.894
C -4.628 -0.962 -1.912
C -0.940 -1.317 4.222
C 1.023 -2.689 4.592
C -5.583 -1.997 -2.172
C -5.335 -3.266 -1.796
C 1.555 2.950 1.163
C 4.605 1.825 -4.145
C -2.663 0.867 -1.339
C 2.718 2.818 2.164
C 0.261 2.600 1.907
C 1.224 -2.814 3.200
C -2.056 -0.554 4.614
H 5.504 2.174 -4.651
H 6.816 1.409 -2.596
H -3.931 2.337 -2.241
H -1.868 1.561 -1.096
H -3.728 0.598 3.937
H 2.351 4.787 0.247
H 4.495 0.769 -4.394
H 3.073 -0.061 -3.138
H 5.983 3.781 -3.028
H -3.189 0.271 1.537
H 0.137 3.322 2.714
H -6.514 -1.765 -2.674
H 2.517 3.442 3.036
H -2.206 -6.198 0.071
H -5.725 0.690 -2.769
H -4.416 -5.811 -0.967
H -0.618 2.666 1.264
H -2.268 -0.422 5.667
H -0.684 -4.270 0.484
H 6.026 1.326 -1.017
H 3.582 3.267 -0.497
H 1.212 5.044 1.558
H 0.297 1.605 2.353
H 5.668 0.111 -2.254
H 0.626 4.529 -0.026
H 3.756 2.373 -4.556
H 5.405 3.738 -1.377
H 3.666 3.140 1.735
H 4.305 4.201 -2.691
H 1.714 -3.181 5.263
H 2.830 1.786 2.500
*
```

Properties
Frontier orbital gap (alpha / beta) (eV): 6.273 / 4.843
HOMO energy (alpha / beta) (eV): -13.5 / -13.2
E_LUMO (alpha / beta) (eV): -7.182 / -8.342



# C35H31Cl2N5O2RuSSb

A structure of composition C35H31Cl2N5O2RuSSb (the ωB97M-V functional and the def2-TZVPD basis, the Open Molecules 2025 dataset).

```
! RIJCOSX wB97M-V def2-TZVPD def2/J DEFGRID3
* xyz 2 2
Sb -1.396 -0.926 -1.650
Ru 1.591 0.807 -0.433
Cl -4.423 -2.840 -0.487
Cl -4.514 0.990 3.408
S 5.940 2.270 1.233
O -0.989 -0.270 0.469
O 1.024 -0.351 1.505
N 3.718 1.313 0.443
N 1.128 2.710 0.251
N 1.552 -1.413 -1.039
N -3.682 -1.565 2.342
N 0.879 0.800 -2.726
C 1.171 3.901 0.854
C 3.821 1.001 1.778
C -1.179 2.725 -0.186
C -2.567 -5.095 2.038
C -0.656 -3.679 2.343
C -4.706 -1.235 0.089
C 3.994 -1.503 -0.832
C -0.227 -0.558 1.452
C 2.649 -2.157 -0.818
C 4.959 1.444 2.369
C 0.214 -3.383 -0.940
C 1.554 1.594 -3.573
C -0.045 4.578 0.910
C 0.971 2.005 -4.768
C -1.474 -2.556 2.433
C -5.372 1.338 0.889
C 1.333 -4.157 -0.678
C -0.839 -1.214 2.703
C 4.765 1.977 0.034
C 2.463 4.398 1.407
C -3.394 -3.988 2.079
C -4.383 -0.846 1.410
C -0.998 0.784 -4.178
C -2.856 -2.713 2.242
C 2.563 -3.535 -0.626
C 0.070 2.155 -0.233
C -1.198 3.989 0.403
C -0.346 0.392 -3.016
C 2.916 2.044 -3.146
C -1.191 -4.940 2.143
C -5.278 -0.342 -0.807
C -5.599 0.945 -0.421
C -0.323 1.606 -5.066
C 0.369 -2.019 -1.118
C -4.798 0.460 1.782
H 3.240 4.350 0.643
H 2.776 3.766 2.240
H -2.077 2.231 -0.527
H 4.695 -2.120 -1.393
H -1.558 -0.501 3.103
H -2.998 -6.082 1.939
H 3.036 0.439 2.260
H -3.568 -1.051 3.204
H 1.518 2.644 -5.446
H 3.933 -0.524 -1.300
H 4.911 2.314 -0.980
H -0.084 5.558 1.363
H 3.511 1.183 -2.838
H -4.467 -4.101 2.027
H 3.465 -4.101 -0.441
H 4.379 -1.403 0.183
H -0.025 -1.340 3.414
H 2.809 2.730 -2.299
H 5.268 1.326 3.393
H 0.416 -3.550 2.437
H 1.250 -5.227 -0.546
H -5.502 -0.685 -1.808
H -2.138 4.520 0.477
H 3.440 2.559 -3.947
H -0.798 1.941 -5.978
H -2.004 0.441 -4.381
H -5.665 2.326 1.216
H -6.044 1.629 -1.129
H -0.770 -3.828 -1.012
H -0.540 -5.804 2.096
H 2.376 5.421 1.762
*
```

Properties
Frontier orbital gap (alpha / beta) (eV): 5.360 / 5.279
HOMO energy (alpha / beta) (eV): -12.2 / -12.2
E_LUMO (alpha / beta) (eV): -6.824 / -6.906



# C35H31CuF9N2O8PS

A structure of composition C35H31CuF9N2O8PS (the ωB97M-V functional and the def2-TZVPD basis, the Open Molecules 2025 dataset).

```
! RIJCOSX wB97M-V def2-TZVPD def2/J DEFGRID3
* xyz -2 1
Cu -0.018 0.354 0.696
S 2.435 1.923 1.195
P 2.174 -0.408 -1.088
F 0.385 -4.041 1.307
F -0.170 -2.274 5.083
F 1.751 -2.423 1.678
F -2.605 -2.446 3.626
F 1.308 -3.834 3.249
F -0.778 -0.419 4.158
F 1.250 -1.095 3.947
F -1.415 -4.252 3.630
F -2.268 -3.521 1.797
O -2.266 0.777 -2.628
O -1.330 -2.995 -1.148
O 2.905 2.992 2.052
O 2.067 0.685 1.871
O -0.727 -1.344 1.688
O -0.945 -0.457 -1.294
O -1.719 1.774 1.277
O 1.412 2.318 0.223
N -2.580 3.102 -0.348
N -3.687 1.141 0.322
C -3.652 -0.165 0.967
C 1.007 1.153 -3.029
C -0.023 -1.498 3.974
C 2.690 -2.153 -1.269
C 0.707 1.594 -4.312
C -3.381 -3.899 -3.985
C 3.819 -2.716 -0.679
C -2.360 -1.581 -2.811
C 3.096 -4.925 -1.319
C -3.140 -1.520 -3.959
C -2.083 -2.838 -2.243
C 1.957 -4.375 -1.896
C 4.906 0.196 -1.552
C 1.885 0.085 -2.837
C 2.152 -0.091 -5.233
C -0.429 -2.214 2.631
C 1.278 0.974 -5.414
C -1.344 3.858 -0.439
C -3.652 -2.661 -4.560
C 4.021 -4.092 -0.708
C -1.825 -0.301 -2.197
C -1.679 -3.128 2.922
C -3.525 3.336 -1.424
C 3.772 0.473 -0.786
C -4.877 2.759 -1.060
C 5.052 2.161 0.385
C -2.609 -3.991 -2.841
C -2.602 1.974 0.438
C 2.452 -0.533 -3.952
C 1.754 -3.005 -1.868
C 6.172 1.861 -0.376
C 0.771 -3.136 2.216
C 6.099 0.875 -1.352
C 3.859 1.476 0.185
C -4.694 1.296 -0.710
H -0.969 -2.097 -0.905
H 3.247 -5.998 -1.324
H 4.901 -4.512 -0.233
H 3.109 -1.384 -3.817
H -0.584 3.414 0.193
H -5.568 2.859 -1.900
H 6.966 0.636 -1.959
H -2.388 -4.947 -2.380
H 7.098 2.400 -0.209
H 4.851 -0.568 -2.319
H 2.588 -0.590 -6.092
H -3.595 4.416 -1.572
H -1.505 4.900 -0.140
H -4.253 -2.589 -5.459
H -2.717 -0.302 1.502
H 0.843 -2.590 -2.288
H -3.713 -0.958 0.210
H 4.536 -2.081 -0.174
H -3.774 -4.805 -4.436
H 0.533 1.606 -2.170
H -5.295 3.297 -0.203
H 1.027 1.306 -6.415
H -4.495 -0.277 1.656
H 5.076 2.930 1.146
H 1.205 -5.014 -2.347
H -4.412 0.737 -1.606
H -0.009 2.396 -4.442
H -5.626 0.873 -0.325
H -3.332 -0.532 -4.361
H -3.156 2.874 -2.345
H -0.981 3.847 -1.472
*
```

Properties
Relative energy (zero: lowest compared OMol25 entry of this formula, charge and spin) (eV): 0.0000
Frontier orbital gap (eV): 6.236
HOMO energy (eV): -1.8
E_LUMO (eV): 4.463